Entry 1:
C4H8O2 as an isolated structure, computed with ωB97M-V with the def2-TZVPD basis set.

Structure (XYZ):
```
14
Properties=species:S:1:pos:R:3:forces:R:3
C -1.4139 -0.6259 -0.7390 -0.5 -0.2 0.0
O 1.9514 -0.9223 0.6312 -1.0 -2.1 1.4
C 0.1451 0.3686 0.0260 -0.2 1.8 -1.0
C -1.3081 0.4704 0.3302 -0.5 0.1 0.1
O -0.0570 -0.4133 -1.1390 0.2 0.3 -0.3
H -1.5109 -1.6242 -0.3114 -0.2 -0.1 0.0
H -1.6824 0.2612 1.3265 0.0 -0.1 0.1
H 1.8738 -1.3583 -0.2349 0.1 0.0 0.3
H 0.8341 -0.6898 0.8709 3.7 -1.3 -0.5
H 1.5827 1.4433 1.1648 -0.3 0.3 0.2
H -1.6670 1.4359 -0.0189 -0.3 0.0 0.0
H -2.1010 -0.5050 -1.5729 -0.1 0.1 0.1
H 2.0251 1.1778 -0.5603 0.5 -0.6 -0.3
C 1.3282 0.9818 0.2267 -1.3 1.7 0.0
```
Positions in Å, forces in eV/Å.

Summary:
HOMO-LUMO gap = 8.32 eV
Net charge = 0
Relative energy (zero: lowest compared OMol25 entry of this formula, charge and spin) = 124.7 kcal/mol

=====

Entry 2:
C9H16LuN2PS as an isolated structure, computed with ωB97M-V with the def2-TZVPD basis set.

Structure (XYZ):
```
30
Properties=species:S:1:pos:R:3:forces:R:3
H -1.0020 -3.4329 -0.2884 0.4 0.4 0.4
C 0.3914 -0.2802 5.7679 -0.3 -0.1 0.7
H 1.1343 -3.6523 -0.1868 -0.5 0.2 0.4
H 0.2949 0.6796 6.2971 0.1 -0.1 -0.5
H 2.5726 -0.1100 5.7454 -0.3 0.0 0.0
H -1.2673 0.6508 3.0660 0.4 -0.2 0.4
H -1.0131 -1.5277 4.5985 0.3 0.2 0.2
C -0.7745 -0.4752 4.7993 -0.1 0.4 -0.7
C -0.5968 0.3689 -2.0768 0.6 0.7 0.2
H -0.9935 -0.6511 -2.0949 0.2 0.3 -0.2
H 2.6829 0.8792 3.7212 -0.9 -0.2 0.0
H 1.7613 2.7803 -1.8454 -0.2 -0.1 0.1
H -1.6919 0.0011 5.1564 0.2 -0.1 0.3
C 1.7458 -0.4350 5.1021 0.2 0.0 -0.6
N 1.8117 0.3434 3.8240 1.6 -0.9 0.0
H 1.6477 0.0787 -1.7067 -0.3 0.2 -0.5
C -0.4694 2.6741 -1.9924 0.2 -1.0 -1.2
H -2.4156 1.6497 -2.4359 0.2 -0.1 0.2
H 1.9340 -1.4791 4.8239 -0.1 0.2 0.4
C 0.8576 2.1814 -1.9553 -0.5 -0.5 1.4
C 0.7975 0.7530 -1.8780 -0.9 0.0 0.0
C -1.3485 1.5659 -2.2439 0.8 0.0 1.2
C 0.6865 1.0022 3.3356 -0.7 1.6 0.8
P 0.0784 -3.0035 0.5464 0.1 -0.9 -0.3
S 0.8010 2.0070 1.9478 0.0 0.0 0.1
N -0.4569 0.1729 3.4764 -0.9 -0.4 0.1
H -0.0838 -3.9889 1.5729 0.1 0.2 -0.5
H 0.3141 -1.0298 6.5656 0.0 0.0 -0.2
H -0.7632 3.7161 -1.9087 0.1 -0.1 -0.3
Lu 0.8834 -0.4721 1.7393 0.2 0.3 -1.5
```
Positions in Å, forces in eV/Å.

Summary:
HOMO-LUMO gap = 4.52 eV
Net charge = 0
Relative energy (zero: lowest compared OMol25 entry of this formula, charge and spin) = 0.0 kcal/mol

=====

Entry 3:
A 2-piece molecular cluster, C3H7NO2 overall, computed with ωB97M-V with the def2-TZVPD basis set.

Structure (XYZ):
```
13
Properties=species:S:1:pos:R:3:forces:R:3
H 2.6755 -1.9318 -0.5323 -0.1 0.1 -0.1
C -1.3401 0.7915 -0.0767 -0.2 0.7 0.0
H -2.6825 -0.6831 0.6589 -0.1 -0.1 0.0
H 1.3573 2.0849 0.0582 -0.3 -0.2 0.0
O 0.3961 2.2268 0.0510 -0.3 0.0 -0.1
H -2.0258 1.6360 -0.1610 0.1 0.2 0.0
H -2.3757 -0.7677 -1.0737 -0.1 -0.1 0.0
H -1.1272 -1.3096 0.0644 0.0 -0.1 0.0
N -0.0936 0.9323 0.0370 -0.1 -0.3 0.2
H 2.5455 -1.3116 1.2108 0.0 0.1 0.1
C -1.9137 -0.5802 -0.1052 0.0 0.0 0.0
O 2.1342 -0.0056 -0.2684 0.8 0.2 -0.2
C 2.4500 -1.0820 0.1370 0.2 -0.5 0.1
```
Positions in Å, forces in eV/Å.

Summary:
HOMO-LUMO gap = 10.29 eV
Net charge = 0
SMILES = C/C=N/O.C=O
Relative energy (zero: lowest compared OMol25 entry of this formula, charge and spin) = 89.0 kcal/mol

=====

Entry 4:
C8H15BrO3P as an isolated structure, computed with ωB97M-V with the def2-TZVPD basis set.

Structure (XYZ):
```
28
Properties=species:S:1:pos:R:3:forces:R:3
H 1.3730 -1.2673 -0.8784 -1.7 0.1 0.5
H 0.3103 2.7629 1.6831 0.8 -0.6 -0.6
C 1.1812 2.0531 1.5351 -2.5 1.5 1.4
H 1.4035 -1.5690 1.6113 0.6 1.0 2.3
H -0.7445 -2.3596 -1.9229 0.1 -0.2 0.5
C 0.8833 2.0970 -1.0039 -1.7 0.2 1.5
C 0.4967 -1.5663 -0.1870 -1.3 0.6 -2.9
O -0.7515 -0.2495 1.9069 -0.7 0.0 0.0
H 1.4692 1.8004 -1.8224 1.0 -0.7 -1.0
C -2.4787 1.4605 -0.3967 -0.5 -0.5 -0.7
H 1.8640 0.6016 0.2567 0.5 -0.7 -0.3
H -1.2090 -2.8808 -0.3033 -1.1 -0.5 0.8
H 0.4451 -3.1513 1.3168 2.0 2.0 -0.6
C -1.9769 0.0599 -0.8629 2.1 1.3 2.2
H -0.1812 2.0425 -1.2637 0.5 0.1 -0.4
H 2.0294 2.6879 1.3636 0.8 0.2 0.3
C -0.3925 -2.6708 -0.9220 2.4 1.6 -0.9
H 2.1129 -2.6433 0.4743 -0.3 -0.7 0.5
P -0.4848 0.0075 0.4671 1.4 -0.8 -1.5
H -1.5312 0.0175 -1.8423 0.0 0.2 -0.4
C 1.1666 -2.2758 0.8978 -0.7 -3.1 0.5
H 1.0159 3.1856 -0.8763 0.3 -0.4 0.5
H 1.1533 1.5827 2.5418 0.6 -0.4 -0.9
C 0.9858 1.2156 0.3073 -0.7 0.2 -1.2
O -1.5469 2.0164 0.2282 0.2 0.5 0.9
O -3.6066 1.8519 -0.6381 -0.5 0.2 -0.2
H 0.2771 -3.5415 -0.9933 -0.4 0.0 -0.3
Br -3.2631 -1.2679 -0.6768 -1.2 -0.9 0.1
```
Positions in Å, forces in eV/Å.

Summary:
HOMO-LUMO gap = 8.30 eV
Net charge = -1

=====

| no. | LUMO (eV) | maximum force (Eh/bohr) | HOMO (eV) |
| --- | --- | --- | --- |
| 1 | 0.750 | 0.0768 | -7.57 |
| 2 | -0.828 | 0.0361 | -5.34 |
| 3 | 0.862 | 0.0166 | -9.43 |
| 4 | 3.220 | 0.0646 | -5.08 |